No. 1
54
Properties=species:S:1:pos:R:3:lowdin_charge:R:1 method="wB97M-V/def2-TZVPD" molar_mass_g_mol=385.337 total_charge=-1
C 2.28 -2.01 -0.36 -0.109
C 2.31 -0.54 0.12 -0.250
C 2.92 0.37 -0.95 -0.207
C 2.54 1.87 -0.89 -0.196
C 1.97 2.38 0.42 -0.201
C 1.29 3.76 0.20 -0.192
C -0.12 3.86 0.80 -0.235
C -1.08 4.52 -0.17 -0.250
S -1.65 3.31 -1.36 0.498
O -0.99 3.67 -2.59 -0.360
O -1.29 1.99 -0.89 -0.341
N -3.24 3.48 -1.58 -0.322
S -4.10 3.08 -0.28 0.538
O -5.33 3.84 -0.31 -0.357
O -3.38 3.21 0.98 -0.368
B -4.62 1.28 -0.55 -0.626
O -5.82 1.08 -1.16 0.142
N -3.73 0.26 -0.07 -0.101
C -3.68 0.24 1.40 -0.063
C -3.91 -1.05 -0.69 -0.077
H 2.71 -2.67 0.37 0.037
H 2.76 -2.14 -1.32 0.063
H 1.25 -2.33 -0.48 0.065
H 1.30 -0.26 0.35 0.093
H 2.94 -0.48 1.00 0.099
H 4.00 0.24 -0.95 0.101
H 2.58 -0.01 -1.90 0.095
H 3.45 2.44 -1.06 0.102
H 1.88 2.09 -1.72 0.104
H 2.77 2.54 1.13 0.104
H 1.20 1.73 0.82 0.083
H 1.21 3.92 -0.86 0.087
H 1.91 4.57 0.59 0.102
H -0.49 2.87 1.07 0.083
H -0.08 4.44 1.72 0.105
H -0.56 5.32 -0.68 0.094
H -1.90 4.97 0.37 0.079
H -5.76 0.48 -1.92 0.107
H -2.93 0.94 1.75 0.073
H -4.62 0.51 1.88 0.088
H -3.42 -0.74 1.76 0.074
H -3.65 -1.84 -0.01 0.072
H -3.24 -1.15 -1.53 0.087
H -4.93 -1.25 -1.03 0.073
C 4.30 -6.82 1.01 -0.028
C 3.31 -5.79 0.50 -0.501
O 3.65 -4.86 -0.18 0.070
C 1.86 -5.99 0.89 -0.020
H 5.30 -6.56 0.66 0.079
H 4.30 -6.84 2.10 0.082
H 4.04 -7.81 0.63 0.081
H 1.76 -5.98 1.98 0.085
H 1.50 -6.95 0.51 0.083
H 1.26 -5.19 0.47 0.078

---

No. 2
51
Properties=species:S:1:pos:R:3:lowdin_charge:R:1 method="wB97M-V/def2-TZVPD" molar_mass_g_mol=403.458
Sr 0.00 0.97 -0.99 1.332
C 0.50 -1.25 3.67 -0.041
C 1.12 -0.93 2.30 -0.537
C 2.30 -1.89 2.01 -0.140
C 1.87 -3.30 1.60 -0.174
C 0.98 -3.22 0.36 -0.147
C -0.23 -2.30 0.62 -0.509
N 0.20 -1.03 1.20 -0.214
O -0.80 -0.02 1.16 -0.419
C -1.22 -3.06 1.51 -0.035
C -0.91 -2.09 -0.75 -0.077
C 1.74 0.47 2.37 -0.049
H -0.55 -0.95 3.73 0.080
H 1.06 -0.71 4.44 0.074
H 0.50 -2.29 4.00 0.065
H 2.88 -1.99 2.93 0.118
H 2.95 -1.53 1.21 0.103
H 1.32 -3.73 2.44 0.096
H 2.76 -3.89 1.36 0.109
H 0.64 -4.18 -0.03 0.114
H 1.60 -2.81 -0.45 0.100
H -1.36 -4.11 1.22 0.082
H -2.17 -2.55 1.65 0.081
H -0.81 -3.15 2.52 0.057
H -1.20 -2.94 -1.37 0.092
H -0.25 -1.54 -1.42 0.024
H -1.79 -1.44 -0.64 0.059
H 2.52 0.52 3.12 0.081
H 0.88 1.12 2.58 0.076
H 2.21 0.77 1.43 0.056
Cl 2.66 -0.06 -1.69 -0.441
C -1.44 3.90 -0.97 -0.227
C -0.19 4.33 -0.22 -0.210
O 0.82 3.32 -0.23 -0.139
O -1.89 2.65 -0.44 -0.138
H -1.29 3.86 -2.05 0.103
H -2.23 4.64 -0.79 0.132
H -0.48 4.49 0.83 0.132
H 0.14 5.30 -0.61 0.132
H 1.64 3.79 -0.46 0.111
H -2.55 2.79 0.24 0.115
C -0.63 1.72 -4.18 -0.212
C -1.99 1.19 -3.76 -0.204
O -1.75 0.16 -2.80 -0.139
O 0.12 2.21 -3.07 -0.221
H -0.81 2.54 -4.88 0.133
H -0.07 0.97 -4.74 0.138
H -2.61 0.85 -4.58 0.134
H -2.53 2.03 -3.30 0.119
H -2.51 -0.43 -2.71 0.109
H 0.81 2.81 -3.38 0.118

---

| no. | E (eV) | HOMO-LUMO gap (eV) |
| --- | --- | --- |
| 1 | -51581.5617 | 7.58 |
| 2 | -39054.1839 | 5.04 |